(1)
{"formula": "C42H52I2LiN5O3SSi2", "method": "ωB97M-V/def2-TZVPD", "elements": ["Li", "I", "C", "I", "H", "H", "N", "C", "N", "N", "C", "N", "H", "H", "H", "H", "C", "C", "C", "C", "C", "C", "Si", "C", "C", "C", "C", "C", "C", "C", "C", "C", "C", "C", "C", "H", "H", "H", "H", "H", "H", "H", "H", "H", "H", "H", "H", "H", "H", "H", "N", "C", "C", "C", "C", "C", "C", "C", "C", "C", "H", "H", "H", "H", "C", "C", "C", "C", "O", "Si", "S", "O", "C", "C", "C", "C", "O", "C", "C", "C", "C", "H", "H", "H", "H", "H", "H", "H", "H", "H", "H", "H", "H", "H", "H", "H", "H", "H", "H", "H", "H", "H", "H", "H", "H", "H", "H", "H"], "positions_angstrom": [[-0.92286, -0.50369, -0.14425], [-3.75882, 1.87437, 2.63564], [-2.72511, 0.05400, 3.02242], [-3.36500, -1.62406, 1.87266], [-2.88740, -0.19074, 4.06436], [-1.66942, 0.20359, 2.80569], [2.07158, -2.36092, -1.38748], [2.81036, -1.65601, -2.26177], [3.86504, -2.30192, -2.87574], [2.62110, -0.41934, -2.58015], [1.63852, 0.28632, -2.04991], [0.86691, 1.02935, -1.62062], [2.20477, -3.35709, -1.34559], [1.10997, -2.05988, -1.20436], [4.30411, -3.03550, -2.34300], [4.50923, -1.66238, -3.31123], [-1.62545, 5.67000, -0.54989], [-2.74479, 5.42034, -1.33266], [-3.09943, 4.11269, -1.64536], [-2.35278, 3.01970, -1.19171], [-1.23590, 3.29905, -0.39659], [-0.87062, 4.60194, -0.08225], [-2.74502, 1.18137, -1.67483], [-4.61134, 1.39780, -2.16383], [-5.11271, 1.29401, -3.46671], [-6.46805, 1.43206, -3.74739], [-7.37508, 1.68179, -2.72714], [-6.90606, 1.78941, -1.42300], [-5.55248, 1.64454, -1.15597], [-1.92579, 1.08685, -3.41476], [-1.00285, 2.02850, -3.88049], [-0.36383, 1.88159, -5.10542], [-0.63283, 0.78157, -5.90967], [-1.54123, -0.17245, -5.46859], [-2.16574, -0.01899, -4.23875], [-1.34115, 6.68908, -0.30920], [-3.33792, 6.24967, -1.70620], [-3.97138, 3.93719, -2.26698], [-0.62274, 2.47682, -0.04528], [0.01047, 4.78661, 0.52341], [-4.42730, 1.11637, -4.28657], [-6.82005, 1.35384, -4.77135], [-8.43251, 1.79233, -2.94173], [-7.60088, 1.98458, -0.61251], [-5.20786, 1.73456, -0.13033], [-0.77065, 2.89119, -3.26767], [0.34869, 2.63041, -5.43655], [-0.13626, 0.66643, -6.86729], [-1.75410, -1.04160, -6.08344], [-2.85812, -0.78486, -3.90158], [-2.57069, -6.57952, -7.91947], [-2.33462, -5.88093, -7.03341], [-2.03792, -5.03466, -5.92378], [-3.03232, -4.70899, -4.99417], [-2.73239, -3.93561, -3.89436], [-1.42944, -3.44849, -3.68033], [-0.44848, -3.75444, -4.64233], [-0.74366, -4.53522, -5.73773], [-1.10960, -2.69577, -2.52629], [-0.81614, -2.06591, -1.51100], [-4.03983, -5.07289, -5.15246], [-3.49938, -3.68338, -3.17449], [0.55008, -3.36039, -4.50775], [0.02127, -4.77161, -6.46701], [2.30914, 3.71452, 3.91112], [1.88608, 2.34544, 4.44022], [0.36140, 2.23291, 4.39599], [2.37375, 2.15327, 5.87903], [2.52870, 1.38039, 3.62402], [2.06567, -0.14763, 3.18303], [0.54388, -0.20508, 1.83621], [3.48702, -0.86815, 2.71512], [4.53797, -0.33505, 1.92113], [5.55035, 0.34164, 2.84877], [5.19062, -1.51958, 1.21093], [4.03955, 0.66737, 0.87986], [1.67933, -0.88613, 4.62177], [1.71478, -2.25936, 4.97036], [1.43107, -3.17335, 3.77722], [0.64425, -2.46192, 6.04122], [3.09744, -2.57947, 5.54620], [1.92027, 4.51167, 4.54820], [1.92342, 3.84572, 2.89911], [3.39881, 3.77957, 3.87824], [-0.08998, 3.02941, 4.99188], [0.04805, 1.26439, 4.79044], [0.01031, 2.31324, 3.36721], [1.91992, 2.89041, 6.54566], [3.46100, 2.25173, 5.91929], [2.10346, 1.14903, 6.20745], [5.92245, -0.37306, 3.58680], [5.05349, 1.15775, 3.37365], [6.39245, 0.73899, 2.27661], [5.50307, -2.27057, 1.94042], [6.06243, -1.18868, 0.64058], [4.46533, -1.96656, 0.53350], [3.65650, 1.56246, 1.36928], [3.22712, 0.23379, 0.29716], [4.85166, 0.94624, 0.20430], [0.47158, -2.91934, 3.32595], [1.41556, -4.21820, 4.09631], [2.20211, -3.03889, 3.01770], [-0.33401, -2.21003, 5.62895], [0.84326, -1.80491, 6.89059], [0.62998, -3.49784, 6.38703], [3.85179, -2.37922, 4.78470], [3.15649, -3.62707, 5.85197], [3.29642, -1.94250, 6.41100]], "atomic_forces_ev_per_a": [[0.0, 0.2, -0.3], [0.1, -0.1, 0.0], [-0.2, 0.0, 0.1], [0.1, 0.2, 0.1], [0.0, 0.0, 0.0], [0.0, 0.0, -0.1], [0.6, -0.1, -0.1], [-0.3, -0.3, 0.3], [0.0, -0.2, 0.0], [0.3, 0.3, -0.5], [0.1, 0.1, 0.0], [-0.3, 0.0, 0.2], [0.0, 0.0, -0.1], [-0.2, 0.1, 0.1], [0.0, 0.0, 0.0], [0.0, 0.0, 0.0], [0.0, 0.0, 0.0], [-0.1, 0.0, 0.0], [0.1, 0.0, 0.1], [-0.1, 0.0, -0.2], [0.0, 0.0, 0.0], [0.0, 0.0, 0.0], [0.2, 0.1, 0.3], [0.1, -0.1, -0.1], [-0.1, 0.1, 0.0], [-0.1, 0.0, 0.0], [0.0, 0.0, 0.0], [0.0, 0.0, 0.0], [0.0, 0.0, 0.0], [-0.1, 0.1, 0.1], [-0.1, 0.0, -0.1], [0.0, 0.0, 0.0], [0.0, 0.0, 0.0], [0.0, 0.0, -0.1], [0.0, 0.0, 0.0], [0.0, 0.0, 0.0], [0.0, 0.0, 0.0], [0.0, 0.0, 0.0], [0.0, 0.0, 0.1], [0.0, 0.0, 0.0], [0.0, 0.0, 0.0], [0.0, 0.0, 0.0], [0.0, 0.0, 0.0], [0.0, 0.0, 0.0], [0.0, 0.0, 0.0], [0.0, 0.0, 0.0], [0.0, 0.0, 0.0], [0.0, 0.0, 0.0], [0.0, 0.0, 0.0], [0.0, 0.0, 0.0], [0.0, 0.0, 0.0], [-0.1, -0.1, -0.2], [0.1, 0.2, 0.3], [0.0, -0.1, -0.1], [0.1, 0.1, 0.0], [0.0, -0.1, -0.1], [0.0, 0.0, 0.0], [-0.1, -0.1, -0.1], [0.1, 0.0, 0.3], [-0.2, -0.2, -0.2], [0.0, 0.0, 0.0], [0.0, 0.0, 0.0], [0.0, 0.0, 0.0], [0.0, 0.0, 0.0], [0.0, -0.1, 0.0], [-0.1, 0.2, 0.2], [0.1, -0.1, -0.1], [0.0, -0.1, -0.1], [0.1, 0.0, 0.1], [-0.3, 0.0, -0.1], [0.0, -0.1, -0.1], [0.0, 0.1, 0.0], [0.3, 0.1, -0.1], [-0.1, 0.0, 0.0], [-0.1, 0.1, 0.1], [-0.1, -0.1, 0.1], [0.1, 0.0, 0.1], [0.0, -0.3, 0.1], [-0.1, 0.2, 0.0], [0.0, 0.1, -0.1], [-0.1, 0.1, -0.1], [0.0, 0.0, 0.0], [0.0, 0.0, 0.0], [0.0, 0.0, 0.0], [0.0, 0.0, 0.0], [-0.1, 0.0, 0.0], [0.0, 0.0, 0.0], [0.0, 0.0, 0.0], [0.0, 0.0, 0.0], [0.0, 0.0, 0.1], [0.0, 0.0, 0.0], [0.0, 0.0, 0.0], [0.0, 0.0, 0.0], [0.0, 0.0, 0.0], [0.0, 0.0, 0.0], [-0.1, -0.1, -0.1], [0.0, 0.0, 0.0], [0.0, 0.0, 0.0], [0.0, 0.0, 0.0], [0.0, 0.0, 0.0], [0.0, 0.0, 0.0], [0.0, -0.1, 0.0], [0.0, 0.0, 0.0], [0.0, 0.0, 0.0], [0.0, 0.0, 0.0], [0.0, 0.0, 0.0], [0.0, 0.0, 0.0], [0.0, 0.0, 0.0]], "mulliken_charge": [1.18, 0.00, 0.09, 0.06, 0.50, -0.79, 0.12, 0.74, -0.54, -0.90, 0.57, -0.31, 0.27, -0.37, 0.24, 0.28, -0.43, -0.77, 0.10, 0.12, -0.24, -0.65, -0.51, -0.19, 0.12, -0.77, -0.37, -0.60, -0.01, 0.85, -0.28, -0.58, -0.60, -0.68, -0.69, 0.33, 0.34, 0.34, 0.49, 0.39, 0.34, 0.36, 0.33, 0.37, 0.04, 0.21, 0.34, 0.35, 0.39, 0.73, -0.62, 0.10, 0.60, -0.67, -0.43, 0.80, -0.38, -0.66, -0.84, -0.72, 0.42, 0.51, 0.45, 0.41, -1.87, 1.95, -1.30, -1.73, 0.67, -2.51, 0.47, 0.18, 2.07, -1.81, -1.83, -1.07, -0.01, 1.96, -1.43, -1.87, -1.64, 0.44, 0.33, 0.33, 0.56, 0.13, 0.12, 0.43, 0.34, 0.16, 0.33, 0.13, 0.45, 0.33, 0.45, 0.27, 0.10, -0.05, 0.63, 0.28, 0.54, 0.16, 0.31, 0.34, 0.45, 0.12, 0.44, 0.34], "homo_lumo_gap_ev": 4.931, "de_lowest_kcal_mol": 0.0, "max_force_ev_per_a": 0.681, "e_tot_ha": -3711.49439, "charge": -2}

(2)
{"formula": "C42H53BiF12N6O5S2", "method": "ωB97M-V/def2-TZVPD", "elements": ["Bi", "C", "N", "C", "C", "C", "N", "C", "C", "H", "H", "H", "H", "H", "H", "H", "H", "H", "H", "H", "H", "H", "H", "H", "H", "F", "C", "F", "F", "S", "O", "O", "N", "S", "O", "O", "C", "F", "F", "F", "C", "C", "C", "C", "C", "C", "C", "N", "C", "C", "C", "C", "C", "C", "C", "N", "C", "C", "C", "C", "H", "H", "H", "H", "H", "H", "H", "H", "H", "H", "H", "H", "H", "H", "H", "H", "H", "H", "H", "H", "H", "H", "H", "H", "N", "C", "C", "C", "C", "C", "C", "C", "C", "C", "C", "C", "C", "H", "H", "H", "H", "H", "H", "H", "H", "H", "H", "C", "C", "O", "C", "F", "F", "F", "C", "F", "F", "F", "H", "H", "H"], "positions_angstrom": [[-0.49886, 0.02499, 1.63147], [2.42346, 2.37257, -0.18356], [3.07979, 1.11945, 0.15842], [4.26854, 0.96809, -0.65910], [3.39755, 1.10808, 1.58562], [3.82691, -0.24594, 2.13565], [2.69860, -1.01460, 2.63500], [2.21636, -0.45479, 3.88725], [3.05063, -2.41529, 2.82768], [3.07313, 3.24448, 0.01207], [1.50742, 2.48633, 0.40073], [2.16974, 2.37884, -1.24639], [5.00503, 1.76923, -0.47021], [3.98476, 1.01222, -1.70997], [4.75544, 0.00897, -0.48722], [2.49457, 1.43112, 2.11045], [4.17922, 1.85702, 1.80714], [4.57269, -0.08695, 2.93433], [4.32186, -0.83523, 1.36350], [2.96765, -0.53830, 4.68964], [1.31451, -0.98137, 4.21149], [1.96938, 0.59795, 3.76117], [3.81764, -2.54348, 3.60916], [3.44304, -2.83441, 1.89874], [2.16652, -2.99001, 3.11416], [-4.03072, -2.36503, 5.33789], [-3.51388, -3.00160, 4.28943], [-3.97371, -2.42487, 3.17959], [-3.90262, -4.26655, 4.32130], [-1.64578, -2.85054, 4.38348], [-1.33933, -1.88459, 3.34475], [-1.38397, -2.48648, 5.73737], [-1.05259, -4.26889, 4.03131], [-0.97217, -4.62026, 2.47822], [0.21660, -4.12760, 1.81861], [-2.21900, -4.45283, 1.77081], [-0.69599, -6.42397, 2.62296], [0.43092, -6.67476, 3.28179], [-0.59821, -6.91091, 1.38796], [-1.70891, -7.01498, 3.24175], [4.03340, -1.37834, -4.32656], [3.16137, -2.50638, -3.75891], [2.16103, -2.96183, -4.83069], [4.06743, -3.68488, -3.40077], [2.36839, -2.01236, -2.54912], [2.35973, -2.67843, -1.33128], [1.55282, -2.21521, -0.30496], [0.76652, -1.15322, -0.43955], [0.77128, -0.48439, -1.58967], [1.56262, -0.87791, -2.65529], [-0.13150, 0.70682, -1.63365], [-0.35639, 1.40994, -2.80062], [-1.17417, 2.53801, -2.82272], [-1.75127, 2.91289, -1.62042], [-1.51085, 2.16322, -0.49019], [-0.72565, 1.08508, -0.48411], [-1.39040, 3.29855, -4.12355], [-1.92095, 2.32912, -5.19118], [-2.39381, 4.43906, -3.95087], [-0.04485, 3.88339, -4.57605], [4.64606, -1.76535, -5.14359], [4.70240, -0.97806, -3.56402], [3.43588, -0.55572, -4.72541], [2.69649, -3.29697, -5.72229], [1.49076, -2.15010, -5.12220], [1.55058, -3.79072, -4.46521], [4.61690, -4.00070, -4.28895], [3.49555, -4.54388, -3.04451], [4.79706, -3.41189, -2.63412], [2.95719, -3.56354, -1.16311], [1.50987, -2.72870, 0.65213], [1.55626, -0.31571, -3.57862], [0.10642, 1.06691, -3.71514], [-2.39769, 3.77392, -1.53596], [-1.96911, 2.42084, 0.45243], [-2.80965, 1.80033, -4.83460], [-1.17351, 1.58379, -5.47192], [-2.18839, 2.88602, -6.09124], [-3.36990, 4.06936, -3.62773], [-2.52855, 4.94963, -4.90545], [-2.04593, 5.17812, -3.22628], [0.70340, 3.10128, -4.72273], [0.34262, 4.58949, -3.83799], [-0.17101, 4.41191, -5.52354], [-1.87635, -1.85247, 0.57204], [-2.65336, -1.36156, -0.51310], [-2.46203, -1.87500, -1.78890], [-3.15140, -1.34393, -2.86893], [-4.04393, -0.30065, -2.66959], [-4.23385, 0.20378, -1.38997], [-3.54466, -0.30394, -0.29156], [-3.75923, 0.24145, 1.08274], [-5.07135, 0.49051, 1.49118], [-5.35177, 0.92645, 2.77633], [-4.31904, 1.09916, 3.68566], [-3.01231, 0.85961, 3.28686], [-2.70778, 0.44762, 1.99204], [-1.35183, -2.68817, 0.33139], [-2.43016, -2.06375, 1.40426], [-1.77061, -2.70005, -1.92867], [-2.99749, -1.75293, -3.85926], [-4.59324, 0.11880, -3.50350], [-4.91258, 1.03500, -1.23827], [-5.88696, 0.29643, 0.80359], [-6.37771, 1.10183, 3.07507], [-4.52778, 1.40467, 4.70385], [-2.22073, 0.97525, 4.02048], [1.57653, 3.89635, 2.81808], [0.15729, 3.31038, 2.75100], [0.14732, 2.20910, 1.94152], [-0.76358, 4.40517, 2.16492], [-0.29614, 4.79972, 0.96493], [-0.82184, 5.49275, 2.94738], [-2.02319, 3.99073, 1.96573], [-0.31312, 3.00697, 4.21673], [0.34002, 3.73624, 5.13142], [-1.61901, 3.21548, 4.42595], [-0.08055, 1.71357, 4.50695], [1.93859, 4.00019, 1.79829], [2.22261, 3.19658, 3.34806], [1.61658, 4.86013, 3.32107]], "atomic_forces_ev_per_a": [[0.0, 0.0, 0.1], [-0.1, 0.0, -0.1], [0.0, 0.0, 0.1], [0.0, 0.0, 0.0], [0.0, 0.1, -0.1], [0.0, 0.0, 0.0], [-0.1, -0.2, 0.0], [-0.1, -0.1, 0.0], [0.0, 0.0, 0.1], [0.0, 0.0, -0.1], [0.2, 0.0, -0.2], [0.0, 0.0, 0.0], [0.0, 0.0, 0.0], [0.0, 0.0, -0.1], [0.0, 0.0, 0.0], [0.2, 0.0, -0.1], [0.0, 0.0, 0.0], [0.0, 0.0, 0.0], [0.0, 0.0, -0.1], [0.0, 0.0, 0.0], [0.0, 0.0, 0.0], [0.0, 0.0, 0.1], [0.0, 0.0, 0.0], [0.0, 0.0, 0.0], [0.1, 0.1, 0.0], [-0.1, 0.0, -0.1], [0.2, 0.1, 0.2], [-0.1, -0.1, -0.1], [0.0, -0.1, 0.0], [0.2, -0.2, 0.2], [0.1, 0.3, 0.0], [0.1, -0.2, -0.1], [-0.2, 0.2, -0.3], [0.1, 0.2, 0.2], [-0.2, -0.1, 0.1], [0.1, -0.1, 0.1], [0.0, 0.0, 0.1], [0.0, -0.1, 0.0], [0.1, -0.1, -0.1], [0.0, -0.1, 0.0], [0.0, 0.0, 0.0], [0.0, 0.0, 0.1], [0.0, 0.0, 0.0], [0.0, 0.0, 0.0], [0.0, 0.0, -0.1], [0.1, 0.0, 0.0], [-0.1, 0.1, 0.2], [0.1, 0.0, 0.0], [-0.1, 0.1, 0.1], [0.0, 0.0, -0.1], [0.0, -0.1, 0.1], [0.0, 0.0, -0.1], [0.1, 0.0, -0.1], [0.0, 0.1, 0.0], [0.1, -0.2, 0.1], [0.0, -0.1, -0.3], [0.0, 0.0, 0.0], [0.0, 0.0, 0.0], [0.0, 0.0, 0.0], [0.0, 0.0, 0.0], [0.0, 0.0, 0.0], [0.0, 0.0, 0.0], [0.0, 0.0, 0.0], [0.0, 0.0, 0.0], [0.0, 0.0, 0.0], [0.0, 0.0, 0.0], [0.0, 0.0, 0.0], [0.0, 0.0, 0.0], [0.0, 0.0, 0.0], [0.0, 0.0, 0.0], [0.0, 0.1, -0.2], [0.0, 0.0, 0.0], [0.0, 0.0, 0.0], [0.0, 0.0, 0.0], [0.0, 0.0, 0.0], [0.1, 0.1, 0.0], [0.0, 0.0, 0.0], [0.0, 0.0, 0.0], [0.0, 0.0, 0.0], [0.0, 0.0, 0.0], [0.0, 0.0, 0.0], [0.0, 0.0, 0.0], [0.0, 0.0, 0.0], [0.0, 0.0, 0.0], [-0.1, 0.1, 0.0], [0.2, 0.0, 0.1], [0.0, 0.0, 0.0], [0.0, 0.0, 0.0], [0.0, 0.0, 0.0], [0.0, 0.1, 0.0], [0.0, 0.0, 0.1], [0.0, -0.1, 0.0], [0.0, 0.0, 0.0], [0.0, 0.0, 0.0], [-0.1, 0.0, 0.0], [0.1, 0.0, 0.0], [0.0, 0.2, -0.1], [-0.1, 0.1, 0.0], [0.0, 0.0, -0.2], [0.0, 0.0, 0.0], [0.0, 0.0, 0.0], [0.0, 0.0, 0.0], [0.0, 0.0, 0.0], [0.0, 0.0, 0.0], [0.0, 0.0, 0.0], [0.0, 0.0, 0.0], [-0.1, 0.0, -0.1], [0.0, 0.0, 0.0], [0.2, 0.1, 0.1], [-0.5, 0.0, 0.3], [0.1, -0.1, 0.0], [0.0, 0.0, 0.0], [0.0, 0.1, 0.1], [-0.1, 0.0, 0.0], [0.0, 0.0, -0.2], [0.0, 0.0, 0.0], [-0.1, 0.1, 0.0], [0.1, -0.1, 0.1], [0.0, 0.1, 0.1], [0.0, 0.1, 0.0], [0.0, 0.0, 0.0]], "mulliken_charge": [2.89, -0.54, 1.20, -1.35, 1.63, -1.64, 1.22, -0.88, -1.28, 0.47, -0.62, 0.28, 0.36, 0.32, 0.27, -1.94, 0.51, 0.30, 0.36, 0.31, 0.05, 0.13, 0.40, 0.36, 0.18, -0.25, 0.67, -0.14, -0.26, 0.86, -0.68, -0.71, -0.71, 1.31, -0.64, -0.70, 0.41, -0.21, -0.20, -0.20, -1.58, 1.83, -1.59, -2.06, 0.41, -0.87, -1.56, 1.57, -0.28, -0.62, -0.12, -0.98, 0.31, -0.83, -0.61, 1.07, 1.68, -1.34, -2.12, -1.67, 0.48, 0.28, 0.30, 0.45, 0.30, 0.35, 0.46, 0.39, 0.40, 0.61, 0.25, 0.52, 0.43, 0.71, -0.19, 0.18, 0.31, 0.46, 0.37, 0.47, 0.39, 0.29, 0.36, 0.46, -0.63, -0.42, -0.52, -0.87, -0.89, -0.74, 1.36, 0.41, -0.46, -1.12, -1.26, -0.98, 0.90, 0.31, 0.00, 0.46, 0.42, 0.53, 0.48, 0.52, 0.40, 0.51, 0.65, -1.72, 0.79, 0.69, 0.10, -0.28, -0.32, -0.18, 0.21, -0.35, -0.27, -0.09, 0.41, 0.32, 0.44], "homo_lumo_gap_ev": 7.922, "de_lowest_kcal_mol": 0.0, "max_force_ev_per_a": 0.645, "e_tot_ha": -4546.43249}